[1]
Entry from the Open Molecules 2025 dataset: a single C4H2O2 molecule (ωB97M-V/def2-TZVPD).

Element x y z (Å)
O (-2.20501, -0.01014, 0.81965)
C (-1.13380, 0.10405, 0.33959)
C (0.06811, -0.82939, -0.17932)
C (1.13367, -0.10390, 0.33989)
O (2.20498, 0.01090, 0.81958)
C (-0.06813, 0.82914, -0.17990)
H (0.01153, -1.54985, -0.97923)
H (-0.01134, 1.54918, -0.98025)

Force components x, y, z for each atom (eV/Å):
-0.43 -0.05 -0.22
1.77 -0.72 0.18
-0.83 -0.52 0.15
-1.77 0.72 0.18
0.43 0.05 -0.22
0.83 0.52 0.14
0.00 -0.04 -0.10
0.00 0.04 -0.10

Values from the calculation:
- HOMO energy: -10.0 eV
- Structure (SMILES): O=C1[C@H]2C(=O)[C@@H]12
- Relative energy (zero: lowest compared OMol25 entry of this formula, charge and spin): 15.8 kcal/mol
- E_LUMO: 0.7 eV
- Net charge: 0

Here are the natural (NBO) charges for atoms 1 to 4, given in e:
1 O -0.479
2 C 0.604
3 C -0.371
4 C 0.604

---

[2]
Entry from the Open Molecules 2025 dataset: a molecular structure, C44H40AsN3O2P2ReS (ωB97M-V/def2-TZVPD).

Element x y z (Å)
Re (-0.63120, -0.14908, 0.56233)
O (1.29492, -0.20945, 0.16579)
P (2.54820, 0.74930, 0.23842)
C (1.97701, 2.40625, 0.69681)
P (0.45658, 2.90361, -0.14581)
O (-0.64646, 1.79949, 0.18791)
C (-0.05518, 4.44079, 0.53060)
C (-0.31200, 5.53724, -0.29810)
C (-0.73872, 6.72784, 0.26962)
C (-0.91483, 6.82121, 1.64350)
C (-0.66678, 5.72560, 2.47021)
C (-0.23893, 4.53439, 1.92035)
C (0.73267, 2.97778, -1.88254)
C (1.70090, 3.85735, -2.38079)
C (1.88192, 3.96152, -3.74952)
C (1.09873, 3.20332, -4.61528)
C (0.13822, 2.32950, -4.12075)
C (-0.05019, 2.21514, -2.75264)
C (3.33893, 0.84186, -1.33050)
C (2.85539, 0.15094, -2.44017)
C (3.52188, 0.26478, -3.65088)
C (4.66586, 1.04694, -3.74280)
C (5.15171, 1.72771, -2.62972)
C (4.49742, 1.61970, -1.41537)
C (3.65836, 0.20599, 1.49084)
C (4.37057, 1.11539, 2.27914)
C (5.25675, 0.63666, 3.23110)
C (5.44409, -0.73219, 3.38102)
C (4.73662, -1.63631, 2.59308)
C (3.84802, -1.17349, 1.63851)
H (2.75644, 3.13195, 0.44600)
H (1.79721, 2.43975, 1.77530)
H (-0.18641, 5.46757, -1.37114)
H (-0.93276, 7.58362, -0.36281)
H (-1.24603, 7.75521, 2.07872)
H (-0.79753, 5.81301, 3.54067)
H (-0.04113, 3.68398, 2.56677)
H (2.30294, 4.46456, -1.71122)
H (2.61982, 4.64775, -4.14438)
H (1.22959, 3.30667, -5.68490)
H (-0.47292, 1.75524, -4.80469)
H (-0.81358, 1.54876, -2.36602)
H (1.97360, -0.47440, -2.35792)
H (3.15928, -0.26636, -4.52107)
H (5.20108, 1.10641, -4.68182)
H (6.05224, 2.32285, -2.70585)
H (4.90562, 2.11612, -0.53947)
H (4.25056, 2.18746, 2.16618)
H (5.80255, 1.33210, 3.85473)
H (6.15912, -1.09712, 4.10616)
H (4.89450, -2.69996, 2.71275)
H (3.31657, -1.87547, 1.00386)
N (-2.81087, 0.24080, 0.60741)
N (-3.39681, 0.31626, 1.88774)
C (-2.65511, 0.21554, 2.97422)
N (-3.16610, 0.36213, 4.16622)
S (-0.93944, -0.14908, 2.82971)
H (-2.89821, 1.15193, 0.14837)
H (-3.33131, -0.45300, 0.05227)
H (-4.37856, 0.56639, 1.93810)
H (-4.14479, 0.57172, 4.33030)
H (-2.58618, 0.25992, 4.99038)
C (0.56890, -6.70842, 0.06031)
C (0.80782, -5.87705, 1.15054)
C (0.29938, -4.58920, 1.16346)
C (-0.45759, -4.16595, 0.07425)
C (-0.69234, -4.96942, -1.03296)
C (-0.16916, -6.25637, -1.02691)
As (-1.41264, -2.50682, 0.20877)
C (-2.90037, -2.87068, 1.38069)
C (-2.84477, -3.20837, 2.72419)
C (-4.02282, -3.56968, 3.36370)
C (-5.22508, -3.55850, 2.66176)
C (-5.26340, -3.20550, 1.31762)
C (-4.08897, -2.87245, 0.65137)
C (-3.95672, -2.58202, -0.79942)
C (-4.98587, -2.56019, -1.73095)
C (-4.70265, -2.35235, -3.07740)
C (-3.39706, -2.15314, -3.51373)
C (-2.35639, -2.14079, -2.59654)
C (-2.65093, -2.37131, -1.25603)
H (0.95775, -7.71749, 0.06116)
H (1.38473, -6.23395, 1.99342)
H (0.48567, -3.94081, 2.01233)
H (-1.27484, -4.62581, -1.87602)
H (-0.34696, -6.90280, -1.87602)
H (-1.90377, -3.24308, 3.26187)
H (-3.99981, -3.89271, 4.39698)
H (-6.13982, -3.84909, 3.16227)
H (-6.20927, -3.20526, 0.79004)
H (-6.01136, -2.71748, -1.41892)
H (-5.51041, -2.35669, -3.79771)
H (-3.18941, -2.03031, -4.56910)
H (-1.33564, -1.99831, -2.93194)

Force components x, y, z for each atom (eV/Å):
0.07 1.82 2.66
-0.14 0.08 -0.30
0.61 -0.07 0.16
-0.37 -0.28 0.09
0.19 0.48 -0.21
0.09 -0.93 -0.35
-0.18 -0.10 0.11
-0.07 -0.03 0.00
0.01 0.02 0.01
0.01 -0.02 -0.01
0.01 0.01 0.03
0.05 0.04 -0.04
-0.18 -0.10 -0.15
0.07 -0.08 0.01
-0.01 0.00 0.02
-0.01 0.01 0.02
0.00 0.01 0.01
0.05 0.04 -0.01
-0.16 -0.22 -0.21
-0.05 0.10 -0.06
0.00 -0.04 0.01
0.03 -0.01 0.03
0.03 -0.03 0.01
0.03 0.03 -0.02
-0.14 -0.10 0.19
-0.06 -0.05 0.10
0.04 0.01 -0.04
-0.03 -0.01 -0.05
0.07 0.03 -0.04
0.02 0.01 0.03
-0.03 0.01 0.00
0.07 0.07 0.01
-0.01 0.00 0.04
0.00 0.00 0.01
0.01 -0.01 0.00
-0.01 0.02 -0.02
0.00 0.04 0.00
-0.02 -0.01 -0.05
-0.01 -0.02 0.01
0.01 -0.01 0.02
0.01 0.01 0.01
-0.03 0.02 -0.03
0.03 0.04 -0.02
0.02 -0.02 0.02
-0.03 0.04 0.00
-0.01 -0.03 0.00
0.00 0.00 -0.05
-0.03 -0.05 0.02
0.03 -0.02 -0.04
-0.04 -0.01 0.04
0.02 0.02 0.00
0.02 0.02 0.05
0.34 -0.16 -0.25
-0.12 0.30 0.08
-0.34 -0.27 0.12
0.03 0.03 0.19
0.50 0.04 -1.45
-0.08 0.01 0.04
-0.01 0.02 0.02
-0.04 -0.08 -0.06
0.01 0.00 0.00
-0.02 -0.01 0.00
-0.05 0.04 -0.03
0.03 -0.01 0.01
0.03 -0.02 -0.05
0.23 0.40 0.06
0.08 -0.11 0.02
0.02 0.01 0.00
-0.65 -1.27 -0.76
0.31 0.26 0.19
0.03 0.03 -0.04
0.00 -0.04 0.04
-0.04 0.05 -0.08
-0.17 0.02 0.05
-0.09 -0.01 -0.16
-0.06 -0.03 0.13
-0.21 0.07 -0.12
-0.07 -0.01 0.08
0.00 0.00 -0.04
0.00 -0.04 0.13
0.36 0.17 -0.14
0.02 0.00 -0.01
0.00 -0.02 -0.02
-0.01 -0.01 0.02
-0.04 0.00 -0.01
0.01 -0.02 0.03
0.00 -0.01 -0.01
-0.02 0.03 -0.02
0.01 0.01 -0.01
0.01 -0.08 0.02
0.03 -0.04 -0.04
0.00 -0.02 0.02
-0.03 0.04 0.03
0.00 -0.03 -0.01

Values from the calculation:
- HOMO energy (alpha / beta): -18.3 / -18.3 eV
- Multiplicity: 2
- Relative energy (zero: lowest compared OMol25 entry of this formula, charge and spin): 11.6 kcal/mol
- ⟨S²⟩: 0.860
- E_LUMO (alpha / beta): -13.6 / -13.2 eV
- Net charge: +4

Here are the Löwdin charges for atoms 1 to 4, given in e:
1 Re 1.157
2 O -0.526
3 P 0.852
4 C -0.276

---

[3]
Entry from the Open Molecules 2025 dataset: 5 unconnected molecules or ions with the total composition C35H39BrClF3N8O14PS (ωB97M-V/def2-TZVPD).

Element x y z (Å)
C (2.47455, 4.41874, 2.80896)
C (2.02052, 3.40833, 1.55302)
N (1.48472, 2.09488, 2.08724)
Cl (2.06484, 1.71839, 3.70946)
C (0.62287, 1.23880, 1.38813)
N (0.28646, -0.05072, 2.10028)
C (-1.16437, -0.43164, 2.04965)
O (-2.13301, 0.65451, 2.24324)
C (-3.40781, 0.25096, 1.56350)
C (-4.49051, -0.81163, 2.23574)
O (-3.75382, 0.71339, 0.33011)
C (1.16140, -1.21172, 1.69924)
C (2.32874, -1.64427, 2.76057)
O (2.29171, -1.48822, 4.10002)
N (3.57591, -2.37807, 2.24450)
C (4.69630, -1.43005, 1.90188)
C (3.23974, -3.34391, 1.13124)
N (0.19526, 1.70894, 0.04110)
P (-1.14352, 2.83542, -0.03093)
O (-0.54805, 4.13924, -1.08032)
Br (-1.46704, 3.93784, 1.98445)
S (0.37644, 0.63749, -1.27686)
O (-0.28598, 1.30709, -2.54375)
O (-0.24653, -0.76628, -1.16214)
C (2.22390, 0.51033, -1.68373)
F (2.59334, -0.84324, -2.23102)
F (3.10529, 0.73074, -0.51384)
F (2.51971, 1.57083, -2.67804)
H (3.53100, 4.12892, 3.21197)
H (1.64225, 4.52014, 3.63175)
H (2.56145, 5.50774, 2.32676)
H (2.98630, 3.24106, 0.87450)
H (1.28096, 4.03656, 0.91182)
H (-1.50655, -1.02870, 1.09462)
H (-1.35163, -1.18795, 2.95762)
H (-4.03470, -1.89276, 2.13425)
H (-4.79996, -0.52682, 3.33630)
H (-5.49801, -0.79290, 1.59782)
H (1.66965, -1.07529, 0.65197)
H (0.44954, -2.16750, 1.60045)
H (5.39302, -2.00679, 1.11987)
H (5.32451, -1.20852, 2.87910)
H (4.34849, -0.41609, 1.43485)
H (2.54206, -4.20636, 1.51035)
H (2.84303, -2.84228, 0.15102)
H (4.27151, -3.86720, 0.83555)
H (-1.31793, 4.68702, -1.41902)
C (-0.46438, -0.31644, -5.70106)
C (-0.89325, -0.79430, -6.94036)
C (-1.65489, 0.02130, -7.77946)
C (-1.97890, 1.32134, -7.36752)
C (-1.55619, 1.80093, -6.12062)
C (-0.79740, 0.97500, -5.28890)
N (-2.75765, 2.19245, -8.25589)
O (-3.12917, 1.72507, -9.34274)
O (-2.99539, 3.34609, -7.87037)
H (0.13405, -0.95413, -5.05265)
H (-0.63094, -1.80248, -7.25392)
H (-1.98138, -0.36587, -8.74219)
H (-1.80469, 2.80602, -5.78627)
H (-0.46192, 1.33915, -4.32035)
C (-11.50492, -2.44965, 0.86591)
C (-10.79891, -2.43352, 2.06983)
C (-9.40291, -2.45648, 2.06283)
C (-8.72090, -2.49110, 0.83872)
C (-9.42728, -2.51514, -0.37121)
C (-10.82329, -2.49474, -0.35145)
N (-7.25316, -2.48964, 0.82410)
O (-6.66474, -2.48705, 1.91564)
O (-6.68665, -2.48685, -0.27821)
H (-12.59328, -2.42594, 0.87630)
H (-11.33728, -2.39987, 3.01459)
H (-8.86734, -2.44340, 3.00959)
H (-8.91077, -2.54702, -1.32826)
H (-11.38068, -2.51006, -1.28544)
C (1.83411, -2.84552, -4.88574)
C (2.50499, -3.83325, -5.60855)
C (2.34685, -5.17822, -5.26880)
C (1.50698, -5.52467, -4.20139)
C (0.83831, -4.53462, -3.46917)
C (1.00655, -3.19272, -3.81654)
N (1.31664, -6.93840, -3.85550)
O (1.94037, -7.78332, -4.51488)
O (0.54039, -7.20632, -2.92723)
H (1.95615, -1.79853, -5.15797)
H (3.14941, -3.55467, -6.43962)
H (2.87654, -5.93602, -5.84196)
H (0.18737, -4.78907, -2.63534)
H (0.48941, -2.41695, -3.25618)
C (8.27565, 4.27328, 7.33782)
C (7.44879, 5.21023, 7.95957)
C (6.30178, 5.67121, 7.31053)
C (5.98847, 5.18150, 6.03508)
C (6.82091, 4.24664, 5.40537)
C (7.96681, 3.79516, 6.06321)
N (4.77056, 5.64307, 5.35822)
O (4.07013, 6.48478, 5.94014)
O (4.51030, 5.16189, 4.24612)
H (9.16591, 3.91258, 7.85020)
H (7.69696, 5.57925, 8.95244)
H (5.66766, 6.40143, 7.80856)
H (6.59235, 3.86192, 4.41365)
H (8.61778, 3.06725, 5.58403)

Force components x, y, z for each atom (eV/Å):
-0.25 0.46 -1.36
1.48 2.55 -0.01
-1.92 -1.65 -1.88
-0.99 -0.26 -1.81
2.35 0.47 2.51
-0.23 2.39 -2.39
-2.29 -2.67 0.70
-0.77 -1.42 -1.95
-3.26 1.56 -6.08
0.13 0.64 -0.34
3.36 -2.57 8.45
0.55 -1.86 -0.21
1.66 -0.30 6.44
-0.48 -0.30 -8.66
-2.65 1.14 -0.84
1.27 -0.06 0.01
1.16 -0.90 -0.66
2.76 -2.00 2.70
-2.90 3.54 -2.60
-0.93 -1.69 1.78
0.92 -0.66 -0.76
-6.73 -2.47 -6.08
3.43 -1.50 6.27
3.30 4.64 1.18
4.94 0.10 -1.39
-1.67 5.15 1.98
-3.01 -0.65 -3.61
-0.97 -4.09 3.67
-2.83 0.27 -0.99
1.74 -0.47 -1.61
-0.08 -2.48 0.94
-2.13 -0.11 1.55
0.87 -1.78 1.16
1.21 1.28 1.40
0.90 1.59 -1.84
-0.92 2.19 0.45
1.09 -0.68 -2.13
2.89 0.26 1.25
-1.00 -0.24 2.09
1.61 2.08 0.13
-1.51 1.48 1.80
-1.35 -0.39 -2.08
0.58 -1.79 0.70
1.18 1.89 -0.72
0.51 -0.93 1.64
-2.33 1.11 0.64
1.01 -1.07 0.67
-0.15 0.20 -0.10
-0.06 0.33 0.14
0.00 0.09 0.04
0.56 -0.62 0.62
-0.01 -0.11 -0.13
-0.10 -0.01 -0.49
-0.83 0.83 -1.01
0.58 0.71 1.69
0.35 -1.68 -0.53
-0.29 0.21 -0.16
-0.09 0.20 0.02
-0.01 0.30 0.20
-0.04 -0.22 -0.30
-0.21 -0.10 -0.89
0.14 0.00 -0.01
0.24 -0.01 -0.32
0.00 0.02 -0.05
-0.96 0.04 0.03
0.00 0.02 0.01
0.24 0.01 0.34
0.82 -0.14 -0.40
-0.90 -0.31 -1.38
-0.66 0.02 1.78
0.24 -0.02 0.00
0.17 -0.02 -0.19
0.03 -0.01 -0.35
0.05 0.01 0.35
0.18 0.00 0.18
0.07 -0.20 0.05
-0.22 -0.07 0.30
-0.09 -0.01 0.08
0.14 1.01 -0.29
0.04 -0.02 -0.04
0.23 -0.33 -0.22
-0.13 -1.59 0.27
-0.96 1.37 1.03
1.14 0.45 -1.31
0.08 -0.26 0.03
-0.13 -0.12 0.18
-0.24 0.03 0.27
0.19 -0.17 -0.27
0.03 -0.21 -0.05
-0.11 0.05 -0.06
-0.12 -0.12 -0.37
-0.01 -0.03 -0.03
0.75 -0.31 0.46
0.00 0.00 0.06
-0.28 0.26 0.13
-0.77 0.80 0.30
1.07 -1.48 -1.19
0.86 1.21 1.80
-0.19 0.09 -0.12
-0.10 -0.05 -0.24
0.03 -0.19 -0.29
-0.09 0.22 0.26
-0.17 0.17 0.06

Values from the calculation:
- HOMO energy: -11.5 eV
- E_LUMO: -5.4 eV
- Net charge: +1

Here are the Löwdin charges for atoms 1 to 4, given in e:
1 C -0.150
2 C -0.237
3 N -0.350
4 Cl 0.859